No. 1
DFT (ωB97M-V/def2-TZVPD) results for an isolated ion of composition C4H5N2O and charge +1.

Cartesian coordinates (Å):
H  1.6994  -0.4030  0.2956
H  -1.8048  0.9807  -1.3868
H  0.3566  2.0848  -0.8693
H  1.0389  0.7984  1.2782
O  -0.4699  -2.7284  1.8779
N  -1.0764  0.5303  -0.8448
C  -0.3585  -1.8110  1.2698
C  -1.3397  -0.4544  -0.0784
C  0.3707  1.0012  -0.8063
C  0.9158  0.2388  0.3722
N  -0.1053  -0.7780  0.5847
H  0.7732  0.5405  -1.6927

**Charge**: +1
**Kohn-Sham gap**: 10.09 eV
**E_HOMO**: -0.53766 Eh
**Energy**: -339.8026 Eh

No. 2
DFT (ωB97M-V/def2-TZVPD) results for C52H47CdCl2INO4P2S as an isolated structure.

Cartesian coordinates (Å):
H  3.0570  6.3730  -0.6999
O  -3.4339  -1.8838  1.2652
C  1.6524  2.7138  3.0340
H  -3.0891  -1.2136  -2.2219
C  -2.1240  -3.1881  -0.2605
H  -1.6490  3.1151  0.0552
H  0.0550  4.0075  3.5526
H  -4.0459  4.7593  -2.5351
C  -0.0302  6.4950  0.6797
C  -1.9333  5.1035  -2.3698
H  -5.1524  -4.6610  -3.5106
C  -2.4481  -1.8668  0.5325
H  -3.8661  0.2039  -2.9566
C  1.6461  -4.9140  -2.7325
H  -3.8308  2.3214  -2.6376
C  0.3800  -5.8161  2.0602
C  -4.2766  -4.4204  0.2343
C  2.0305  4.7173  0.1983
C  2.9018  3.7732  5.3097
S  3.2513  1.1312  -1.7182
H  1.2905  -5.1043  -3.7382
C  -3.4093  1.1511  2.1688
Cd  0.1782  -0.8159  -0.9514
O  -1.6432  -0.9002  0.3731
P  0.9296  2.4799  1.3336
H  5.0666  -0.3932  -1.7837
C  -4.9159  -4.5921  -2.4555
Cl  3.4141  -3.9669  1.2922
H  -2.5812  0.0637  3.8160
C  -0.6787  4.5142  -2.3073
H  1.0453  -6.4692  2.6115
H  3.4193  4.2025  6.1603
H  -0.2068  0.5164  -4.5414
C  -0.8063  2.0853  1.7477
C  5.5584  1.4735  4.1935
H  -0.2967  0.9043  3.4695
H  -0.6998  -2.6086  2.0366
H  5.0390  2.0008  -3.0505
H  -0.6445  -3.5061  -1.5271
H  1.0982  4.8684  5.6122
C  1.6284  4.1460  5.0044
C  -1.0942  1.2294  2.8114
C  1.0288  3.6320  3.8423
H  0.4213  2.6679  -2.2569
C  2.9268  2.1840  3.4245
C  -2.3825  0.7647  3.0157
C  0.2193  -4.4974  2.4555
H  6.5751  1.2008  4.4482
H  -3.9297  2.3123  0.4404
C  -0.1433  5.1745  1.0900
H  -4.0257  -4.3476  1.2828
C  -0.6059  -3.6449  1.7369
H  5.3762  2.9591  5.7133
C  -1.2846  -4.1104  0.6175
H  -1.0490  4.8476  1.5854
H  0.2033  5.1286  -2.1765
H  -4.4025  0.7464  2.3065
C  3.9532  1.9752  -3.1430
C  -3.1390  2.0097  1.1165
H  -6.1110  -5.4597  0.5829
H  3.5557  2.9889  -3.1517
H  -1.6354  -5.8030  -0.6554
C  -3.4093  -3.8696  -0.7092
C  2.7418  -5.5853  -0.7310
C  -1.6832  2.3255  -2.4798
C  -5.7766  -5.1267  -1.5128
Cl  1.0463  -2.3763  -3.3703
C  4.9043  2.4462  4.8832
H  2.2629  -6.9421  -2.3515
C  -1.8456  2.4641  0.8980
C  2.1556  6.0415  -0.1985
H  -1.9553  0.6355  -4.8843
H  -3.4741  0.1704  -1.2019
C  3.5788  2.8033  4.5342
H  2.8311  4.0118  -0.0040
C  0.8868  4.2658  0.8574
O  -1.3485  -2.8451  -1.4195
H  0.7639  -4.1172  3.3101
H  3.2462  -6.3299  -0.1269
H  1.2077  7.9676  -0.2769
C  -1.1128  -5.4355  0.2210
H  3.8171  -0.7706  -3.0356
C  -3.1509  -0.1252  -2.2009
C  4.0011  -0.4645  -2.0057
C  2.2059  -5.9299  -1.9766
C  1.9361  -3.2125  -0.8834
H  -6.6933  -5.6141  -1.8219
C  4.8766  0.7634  3.1863
C  -3.7373  -3.9701  -2.0546
C  3.5911  1.0670  2.8164
C  -0.2845  -6.2849  0.9361
C  1.5586  -3.6287  -2.2282
H  -0.1458  -7.3065  0.6051
I  2.6980  -0.4153  1.5680
H  3.6499  1.4436  -4.0448
H  5.3632  -0.0872  2.7243
C  -3.0625  4.3072  -2.4938
C  -0.5522  3.1333  -2.3567
C  2.6458  -4.3105  -0.2415
P  -1.4751  0.5129  -2.4897
N  1.7291  -2.0597  -0.3157
H  3.5001  -1.1526  -1.3168
C  -1.1977  0.1588  -4.2604
C  -5.4479  -5.0401  -0.1639
H  -2.0310  6.1801  -2.3035
H  -1.2242  -0.9226  -4.3998
C  -2.9377  2.9259  -2.5528
H  -0.8449  7.1851  0.8639
C  1.1203  6.9350  0.0380
O  1.7943  0.9880  -2.0640
H  -3.0587  -3.5674  -2.7947

**Charge**: -1
**Kohn-Sham gap**: 5.52 eV
**E_HOMO**: -0.12809 Eh
**Energy**: -4832.2600 Eh

No. 3
DFT (ωB97M-V/def2-TZVPD) results for a 10-piece molecular cluster, C22H64O22S6 overall.

Cartesian coordinates (Å):
C  -3.6192  3.5620  -2.8161
H  3.3684  5.2222  4.5061
O  -2.7480  4.4167  -5.1486
O  0.4218  -3.5166  -5.1865
H  -2.6273  2.3641  -6.5575
H  0.5887  -3.9355  -5.9943
C  -1.6197  0.4573  -5.9866
C  -0.5577  2.6395  -0.3795
H  -1.0257  2.5005  -5.8775
O  0.8551  -2.3491  -0.6929
C  -0.3581  -0.8913  3.6919
C  3.9999  -2.6887  -0.4075
H  4.6288  1.4524  1.8873
H  0.5791  -1.1028  4.2299
H  3.0166  1.7037  1.6489
H  -4.6041  3.3436  -3.3173
O  3.4395  -3.5810  2.0616
C  -3.7575  -1.5037  -1.4310
H  4.1787  2.0298  -3.7523
H  0.4886  -0.9076  1.6588
O  1.9754  1.9624  4.4061
O  -1.1173  0.1400  4.4420
H  -0.6844  4.4921  0.7579
H  1.5118  -2.6874  -3.6842
H  0.4761  -1.1752  -2.2460
H  2.6978  -2.8621  4.3106
H  -0.9029  0.2643  -5.2047
O  -2.2120  0.6707  6.4861
H  4.7157  -1.9999  0.0718
H  3.6910  3.9177  0.6111
H  2.0173  4.5178  5.5087
O  -2.8547  -2.0293  2.0444
C  2.0390  -3.5933  3.8827
H  -3.4480  -2.1358  -2.2781
H  5.4111  3.5607  1.1744
O  -2.0342  -1.7184  5.7192
H  -0.9544  -1.8145  3.7583
C  -0.2120  -0.3545  2.2788
H  -4.4029  0.0447  -2.6804
S  2.5405  3.1566  3.7846
H  -1.1707  0.2324  -6.9468
H  1.3901  -5.3985  -3.1636
H  -1.9895  2.1136  3.5536
C  0.6494  -1.0553  -1.1911
O  5.3116  -4.5879  0.8482
H  1.0322  -5.6271  -1.4380
S  3.9639  -4.1683  0.6209
H  -3.8001  0.9493  4.2290
O  -4.0633  3.6800  2.5332
H  -3.7016  4.6142  -2.4019
H  0.0548  -6.4176  -2.6544
O  2.2170  1.3464  -3.9708
H  2.9995  3.0893  -4.6175
H  -1.1195  1.6696  -0.2499
H  0.5821  -3.0603  -1.3034
H  -0.1112  2.9200  1.5754
H  -3.9572  -0.8544  3.7374
H  -0.6830  -3.1241  0.5721
H  1.5844  -4.5733  2.0595
H  3.0186  -2.2984  -0.5975
S  -2.3484  3.6516  -4.0112
O  -1.1415  3.9272  -3.3062
H  1.5337  -0.4406  -1.0013
O  -2.1842  3.1363  1.2453
C  1.4968  -2.7339  -4.7794
H  -1.0708  3.1085  -1.2145
C  3.8994  2.2399  1.8430
H  1.3942  -1.6725  -5.1205
H  -3.4165  2.8463  -2.0205
H  -4.5614  -0.1901  5.3086
H  4.6187  2.6122  -0.1316
H  -0.8811  3.4397  3.9746
C  1.9934  -3.6320  2.3941
H  -1.1447  -0.1109  1.7947
H  -2.8598  0.4436  -1.9657
C  -1.5900  -3.7386  0.6591
C  -3.7846  -0.1449  4.5420
O  -4.2093  -3.4957  0.6129
C  4.4230  3.1408  0.8048
S  -2.9998  -2.7662  0.8383
H  1.0729  -3.4151  4.3951
H  -2.5844  -0.0697  -5.8350
H  2.3286  1.0633  -4.8857
C  -3.8257  0.0233  -1.7453
S  -2.2802  -0.3347  5.4423
O  3.9259  2.8094  3.2231
O  -2.2497  5.3668  2.3505
H  0.2104  0.6260  2.5293
C  3.1439  2.4292  -3.7748
H  1.3871  -2.8293  1.8634
C  0.6080  -5.5494  -2.4139
O  3.0181  -5.0817  0.0123
H  -1.6607  -4.4067  -0.2082
O  -2.7228  -1.6924  -0.4276
O  -2.4669  2.1097  -4.5041
H  -4.7187  -1.8475  -1.0381
H  3.7365  4.0844  5.7103
C  2.9462  4.3592  5.0142
C  -0.7999  3.3820  0.8690
H  -4.3336  0.5272  -0.9113
H  4.3466  -3.0486  -1.3819
H  3.1168  2.9708  -2.8601
H  -0.2128  -0.5278  -0.6575
O  1.7498  3.8275  2.7895
H  -1.6020  -4.3810  1.5652
S  -2.6920  3.9936  2.4689
O  -0.1735  -4.3714  -2.4215
H  -0.4191  -4.0434  -3.3226
H  0.4846  2.5794  -0.5214
C  -1.9487  3.1603  3.8499
C  -1.9443  1.9153  -5.8465
H  -2.4845  3.4413  4.7337
H  2.3657  -4.5477  4.1694
H  2.4033  -3.1647  -5.1721

**Kohn-Sham gap**: 10.53 eV
**E_HOMO**: -0.38844 Eh
**Structure (SMILES)**: CCOS(C)(=O)=O.CCOS(C)(=O)=O.CCOS(C)(=O)=O.CCOS(C)(=O)=O.CCOS(C)(=O)=O.CCOS(C)(=O)=O.CO.CO.CO.CO
**Energy**: -4920.8291 Eh

No. 4
DFT (ωB97M-V/def2-TZVPD) results for an isolated ion of composition C4H11N3 and charge -1.

Cartesian coordinates (Å):
N  1.6912  1.1191  -1.3319
C  0.7680  -0.9269  -0.4096
N  -2.0426  0.4035  1.7402
C  -0.9800  -0.4260  1.2350
H  2.2960  1.9172  -1.1680
H  1.9038  0.4826  0.6872
H  -0.5386  -1.1416  1.9299
H  -2.8986  -0.1267  1.8512
H  0.7123  -1.2652  -1.4529
H  -1.4982  -0.5353  -1.8471
H  -1.7735  0.7759  2.6484
H  -2.1501  0.6533  -0.7263
H  0.7316  1.4564  -1.3070
C  1.8939  0.0742  -0.3242
H  0.9741  -1.8313  0.1810
H  2.8640  -0.3614  -0.5740
C  -0.5794  -0.3902  -0.0412
N  -1.3740  0.1225  -1.0906

**Charge**: -1
**Kohn-Sham gap (alpha / beta)**: 2.96 / 8.00 eV
**Expectation value of S²**: 0.75
**E_HOMO (alpha / beta)**: 0.04688 / -0.14514 Eh
**Spin multiplicity**: 2
**Energy**: -323.1951 Eh

No. 5
DFT (ωB97M-V/def2-TZVPD) results for C6H13N4O3 as an isolated structure.

Cartesian coordinates (Å):
H  1.6803  -1.7953  0.9265
N  1.9337  0.4180  0.0017
H  -1.1597  -0.0996  -2.0744
H  0.8455  -0.7089  -1.4375
H  0.4714  -2.6005  -0.0256
H  0.4089  1.1050  1.4062
H  -1.4824  1.7815  -1.5356
C  0.6556  -1.6459  0.5429
H  -0.0383  -1.7168  1.4522
O  -1.7816  -1.1825  -2.0647
C  0.7764  -0.4555  -0.3221
N  -0.8528  0.9825  -1.6017
C  -2.2466  -1.3156  -0.9277
C  2.3098  1.2561  -1.0484
N  -1.9796  -0.4241  0.0306
O  -2.1634  2.6987  0.3732
H  -2.7378  -2.2411  -0.5621
O  1.6565  1.4753  -2.0492
N  -0.3963  1.3612  0.8593
H  2.6361  0.0441  0.5943
C  -1.3075  2.3792  1.1224
C  -0.4772  0.5246  -0.2570
H  3.4208  1.6047  -0.9036
H  -0.0076  1.4640  -2.0433
H  -0.8639  3.0823  1.8709
H  -2.2756  -0.3800  0.9135

**Charge**: +1
**Kohn-Sham gap (alpha / beta)**: 6.57 / 6.86 eV
**Expectation value of S²**: 2.01
**E_HOMO (alpha / beta)**: -0.35190 / -0.53440 Eh
**Spin multiplicity**: 3
**Energy**: -680.7129 Eh

No. 6
DFT (ωB97M-V/def2-TZVPD) results for a 2-piece molecular cluster, C5H8BrNO2 overall.

Cartesian coordinates (Å):
H  0.0478  -0.0133  2.1332
O  -3.3830  1.7363  0.7456
H  -0.0645  1.6104  0.1302
H  2.5230  -1.2582  -0.3438
H  0.5738  1.1597  -1.4453
N  -0.7850  -0.7939  0.3358
H  1.2015  -2.4004  -0.6147
C  0.7037  1.0285  -0.3735
H  1.5288  -1.1331  -1.8009
H  0.5421  -1.7325  1.8022
C  0.5802  -0.4346  0.0034
Br  -1.5438  -2.4246  -0.1973
C  1.5119  -1.3651  -0.7375
C  0.1999  -0.7880  1.3929
H  1.6832  1.4043  -0.0842
O  -2.4160  3.0263  -0.8768
C  -2.9036  2.3783  -0.0693

**Kohn-Sham gap**: 9.72 eV
**E_HOMO**: -0.33563 Eh
**Structure (SMILES)**: CC1(C)CN1Br.O=C=O
**Energy**: -2974.5412 Eh

No. 7
DFT (ωB97M-V/def2-TZVPD) results for a 3-piece molecular cluster, C2H4INO overall.

Cartesian coordinates (Å):
H  -3.3771  -2.2167  2.2938
H  1.7306  0.5676  5.3102
N  1.9154  -0.7211  7.2304
H  -4.0295  -2.1546  1.9257
O  1.0031  -0.4363  3.9396
I  -0.9363  -1.9632  7.5801
C  0.9072  -1.2358  7.4600
C  1.5289  0.5868  4.2765
H  1.7124  1.4755  3.6510

**Kohn-Sham gap**: 9.69 eV
**E_HOMO**: -0.36293 Eh
**Structure (SMILES)**: [H][H].N#CI.C=O
**Energy**: -506.1903 Eh

No. 8
DFT (ωB97M-V/def2-TZVPD) results for C13H31F6N5O8P2S2Sc as an isolated structure.

Cartesian coordinates (Å):
O  0.2055  -2.2061  -1.7496
H  -2.1933  1.5721  2.2308
S  -2.9155  -2.3727  -1.2729
H  0.1840  2.8564  4.7225
Sc  -0.3136  -1.0444  -0.4965
H  3.8893  0.4577  2.1998
C  -2.2933  -3.6477  2.6430
P  0.9472  1.7281  -1.0677
H  1.9133  4.2853  -0.7456
H  1.5633  2.7974  3.6154
H  -0.7062  3.8675  -0.4517
H  -1.0415  2.0921  -3.6533
C  -4.6325  -1.7223  -1.5795
H  3.2657  1.7015  1.1155
H  2.0186  4.4475  -2.5157
C  2.4100  3.9195  -1.6422
H  2.9780  -3.8028  -0.7580
C  -1.1208  1.4434  -2.7773
O  -2.1986  -1.0872  -1.0760
C  -1.7194  2.3263  2.8540
N  -0.5744  2.1002  -1.5820
O  1.1492  0.2427  -1.0831
C  2.1875  -3.0563  -0.6979
O  -2.8150  -1.2178  1.7145
C  3.0871  0.7026  1.5053
H  -0.3861  -4.6822  -2.3374
H  -2.2176  3.3278  -1.1997
O  -0.5441  0.3739  0.9786
F  -1.7312  -4.7861  2.2627
O  -0.7586  -2.3419  0.9949
H  -2.0470  2.1804  3.8837
H  0.6908  -0.5687  3.5419
H  2.4579  2.3753  -3.8721
H  2.5511  0.8191  -3.0173
H  3.1067  -0.0128  0.6789
H  0.0245  -4.6913  -0.6179
H  -0.9713  4.0960  -2.1951
P  0.4281  1.3056  1.6252
N  2.2326  2.4729  -1.7586
H  3.4744  4.1412  -1.5567
O  0.9787  2.3151  0.4396
H  2.6307  -2.0629  -0.8015
H  1.1364  -5.4256  -1.7992
O  -2.5812  -3.1435  -2.4094
C  -1.1414  3.4274  -1.3468
C  2.8103  1.8742  -2.9669
C  1.5921  -0.6230  2.9303
C  0.5047  3.0324  3.6949
S  -2.2113  -2.4231  1.2558
H  1.6964  -3.1558  0.2759
H  -2.0272  3.3229  2.5288
F  -1.5976  -3.1114  3.6424
H  0.3492  4.0881  3.4621
H  1.6300  -3.2432  -2.7746
N  -2.9492  -3.1714  0.0831
C  0.4358  -4.6091  -1.6271
N  -0.2622  2.1793  2.7940
H  1.4847  -1.4490  2.2225
N  1.8211  0.6639  2.2491
F  -3.5382  -3.8503  3.0183
H  -2.1738  1.2207  -2.6077
H  -0.5938  0.5130  -2.9895
F  -4.6134  -1.2028  -2.8057
F  -5.5466  -2.6641  -1.5001
F  -4.8936  -0.7634  -0.6945
H  2.4410  -0.8258  3.5804
H  3.8963  1.9618  -2.9208
C  1.1372  -3.2664  -1.7962

**Charge**: +1
**Kohn-Sham gap**: 10.48 eV
**E_HOMO**: -0.45767 Eh
**Energy**: -4228.7668 Eh

No. 9
DFT (ωB97M-V/def2-TZVPD) results for one molecule with the formula C18H20Cl2N2O5S.

Cartesian coordinates (Å):
H  -0.4235  -3.4250  -2.5944
C  5.3307  0.9468  1.9615
H  2.0353  -1.7792  1.1284
O  -0.8932  -2.6990  0.8573
H  -5.6406  0.3418  -0.9997
H  0.4582  -4.7132  -1.7465
C  -0.3962  3.1174  -0.4088
C  -7.1593  0.1608  1.0889
N  0.5739  -2.8250  -0.8589
H  -7.5302  0.9054  0.3737
C  0.3138  0.8353  -0.0341
H  0.6250  -1.0049  1.9087
C  -1.7113  2.7090  -0.4867
C  0.1394  -2.3512  0.3112
C  5.0633  1.1146  -0.7952
H  -1.0522  -4.0730  -1.0574
H  -3.4051  -0.6734  0.7786
N  1.3320  -0.1060  0.1716
H  -5.6185  -1.3586  -0.4449
O  2.3285  0.6369  -2.0483
H  -1.2704  -0.5907  0.0251
C  4.1794  0.4725  1.3536
H  -3.3541  -0.9372  -0.9920
C  -0.1507  -3.8181  -1.6135
H  7.2387  1.8683  1.6735
C  6.2121  1.5861  -0.1818
H  4.9221  1.1729  -1.8627
C  0.6070  2.1913  -0.1673
C  -3.7537  -0.3023  -0.1913
H  5.4347  0.8843  3.0339
C  -5.2772  -0.3371  -0.2138
Cl  2.2165  2.7725  0.0036
C  4.0591  0.5705  -0.0181
H  -7.4167  0.4690  2.0997
C  6.3438  1.5002  1.1950
C  -1.0238  0.4464  -0.1016
H  -7.6329  -0.8047  0.8687
H  1.4765  -2.5133  -1.2054
S  2.6501  -0.1244  -0.8839
O  -5.7600  0.0630  1.0441
Cl  -2.9583  3.8528  -0.7780
O  -3.3553  1.0411  -0.3906
H  3.3778  0.0535  1.9403
C  -2.0492  1.3583  -0.3147
H  -0.1470  4.1601  -0.5193
C  1.0698  -1.3004  0.9533
H  7.0007  2.0192  -0.7776
O  2.9910  -1.5133  -1.0844

**Kohn-Sham gap**: 8.97 eV
**E_HOMO**: -0.30772 Eh
**Structure (SMILES)**: CNC(=O)CN(c1cc(OCCOC)c(Cl)cc1Cl)S(=O)(=O)c1ccccc1
**Energy**: -2502.1674 Eh

No. 10
DFT (ωB97M-V/def2-TZVPD) results for a 2-piece molecular cluster, C2H11N3O overall.

Cartesian coordinates (Å):
H  2.1920  0.6108  1.8967
C  1.6393  0.1018  1.1064
N  -2.2685  -0.0023  -0.3334
N  1.9330  -1.2783  1.2550
H  1.2702  -1.9803  0.9581
N  -0.7923  0.8979  -2.0440
H  -2.9148  0.7616  -0.5635
H  -0.0514  0.4832  1.9546
H  -0.4695  -0.6710  -0.8041
H  -1.5995  -1.0479  -2.0955
H  2.0701  0.4693  0.1607
C  -1.3405  -0.2633  -1.3807
H  -1.8097  0.3726  0.4956
H  -0.8442  1.7646  -1.4847
H  2.4882  -1.5898  2.0266
H  0.2275  0.8430  -2.1912
O  0.2701  0.5280  1.0433

**Charge**: +1
**Kohn-Sham gap (alpha / beta)**: 9.58 / 4.05 eV
**Expectation value of S²**: 0.75
**E_HOMO (alpha / beta)**: -0.47515 / -0.47329 Eh
**Spin multiplicity**: 2
**Energy**: -321.9371 Eh

Max |F| values, unit eV/A, following the record order: 3.62 0.15 2.92 1.71 6.28 1.81 2.24 2.21 1.29 2.96.